Entry 1:
15
Properties=species:S:1:pos:R:3:mulliken_charge:R:1 method="wB97M-V/def2-TZVPD" total_charge=+2 de_lowest_kj_mol=160.8 homo_ev=-13.6 gap_ev=5.096 molar_mass_g_mol=581.72
Rb -3.282 -1.771 1.403 0.99
Rb -0.518 -1.547 -4.742 0.99
Ca 0.464 -3.826 -1.372 1.65
O -0.959 -3.843 0.400 -0.96
H -0.921 -2.903 0.666 0.21
O 0.419 -1.640 -0.889 -0.60
P -0.351 -0.321 -0.891 0.66
O -1.482 -0.189 0.111 -0.59
F -0.955 -0.180 -2.356 -0.25
F 0.674 0.874 -0.704 -0.13
C 1.329 2.991 1.478 -0.15
Br 3.225 3.710 1.372 -0.01
Br 0.251 4.507 2.141 0.01
Br 1.180 1.554 2.832 -0.03
H 0.927 2.583 0.551 0.20

=====

Entry 2:
55
Properties=species:S:1:pos:R:3:mulliken_charge:R:1 method="wB97M-V/def2-TZVPD" s2=0.750 total_charge=+2 homo_ev="-10.1 / -14.0" gap_ev="3.182 / 7.471" multiplicity=2 molar_mass_g_mol=681.31
Na -4.981 0.109 -2.220 0.65
Na -6.141 0.280 2.961 0.68
Na -3.632 3.721 -1.208 0.88
Na -4.630 -2.850 0.458 0.82
Na -0.185 -0.787 -2.251 0.94
C -3.284 -4.530 -3.954 0.42
F -2.917 -3.995 -5.119 -0.18
F -4.628 -4.863 -4.011 -0.21
F -2.698 -5.677 -3.662 -0.16
S -2.959 -3.087 -2.624 1.32
O -3.107 -3.649 -1.273 -0.71
O -1.583 -2.670 -2.880 -0.68
O -3.965 -2.036 -2.826 -0.74
C -1.084 0.184 0.949 0.25
F -0.796 -1.132 1.099 -0.07
F -0.686 0.812 2.079 -0.18
F -0.307 0.572 -0.045 -0.14
S -3.056 0.422 0.579 1.07
O -3.761 0.169 1.812 -0.78
O -3.180 1.834 0.138 -0.84
O -3.294 -0.544 -0.495 -0.41
C 2.379 1.554 2.698 -0.20
C 2.709 1.147 1.315 0.10
O 4.057 1.609 1.411 -0.43
C 4.349 2.538 2.349 0.70
O 5.329 3.274 2.493 -0.57
O 3.323 2.555 3.141 -0.37
H 2.417 0.715 3.392 0.37
H 1.338 1.880 2.700 0.01
H 2.225 1.718 0.523 0.08
H 2.543 0.106 1.036 0.30
C 0.947 -4.764 -2.739 -0.56
O 0.904 -5.009 -1.339 -0.36
C 0.905 -4.083 -0.400 0.92
O 1.114 -2.945 -0.645 -0.54
O 0.803 -4.638 0.807 -0.36
C 0.495 -3.847 1.883 -0.47
H 0.166 -5.403 -3.151 0.19
H 1.815 -5.340 -3.060 0.36
H 0.913 -3.742 -3.116 0.22
H -0.493 -3.388 1.855 0.10
H 1.201 -3.024 1.774 0.25
H 0.427 -4.426 2.804 0.31
C -0.310 3.889 1.062 -0.35
O 1.023 3.991 0.590 -0.15
C 1.694 5.220 0.592 0.61
O 1.206 6.256 1.071 -0.57
O 2.936 5.085 0.043 -0.30
C 3.904 6.147 -0.010 -0.64
H -0.880 4.762 0.744 0.33
H -0.283 3.861 2.151 0.33
H -0.674 2.928 0.699 -0.15
H 3.612 6.814 -0.821 0.33
H 4.834 5.684 -0.339 0.23
H 3.946 6.599 0.981 0.31

=====

Entry 3:
166
Properties=species:S:1:pos:R:3:mulliken_charge:R:1 method="wB97M-V/def2-TZVPD" total_charge=+1 homo_ev=-11.7 gap_ev=8.470 molar_mass_g_mol=1529.48
C -6.870 -2.541 1.024 -0.94
C -6.341 -3.159 2.360 -0.59
C -5.374 -4.320 2.030 -0.67
C -4.055 -3.819 1.409 0.56
C -2.995 -4.924 1.220 -0.86
C -3.097 -5.703 -0.119 -1.38
C -3.039 -4.836 -1.398 -0.50
C -1.847 -3.871 -1.489 0.08
C -2.191 -2.799 -2.546 0.26
C -1.010 -1.905 -2.980 -1.45
C -0.211 -1.323 -1.793 -0.81
C -0.578 0.176 -1.502 -0.02
C -0.754 0.304 0.029 -2.34
C -1.169 1.740 0.534 1.09
P -2.713 1.353 1.510 -0.17
N -2.281 0.306 2.585 -0.44
O -3.756 0.593 0.505 -0.30
O -3.519 2.622 2.069 -0.21
C -1.628 2.672 -0.637 -1.06
O -2.023 3.905 -0.025 -0.38
C -0.893 4.512 0.555 -0.13
C -1.161 6.016 0.743 0.49
F -0.143 6.652 1.374 -0.33
F -1.096 6.515 -0.532 -0.35
C -2.573 6.452 1.259 0.04
F -3.233 5.492 1.930 -0.16
F -3.338 6.796 0.198 -0.29
C -0.360 3.745 1.816 -1.90
N -1.138 3.887 3.048 0.90
C -1.098 2.820 4.014 0.24
O -2.051 2.600 4.701 -0.45
F 0.039 2.129 4.251 -0.19
C -0.732 5.045 3.828 0.52
O 0.359 5.169 4.313 -0.40
F -1.642 5.979 4.073 -0.24
N -0.059 2.385 1.323 1.12
C 1.267 2.369 0.554 -1.01
C 2.313 1.559 1.293 -0.15
C 2.887 2.153 2.418 -0.12
C 3.873 1.461 3.083 -0.88
C 4.301 0.194 2.708 0.94
C 5.364 -0.587 3.448 -1.80
C 3.706 -0.382 1.591 -1.13
C 2.742 0.309 0.892 -0.18
H -7.250 -3.391 0.437 0.26
H -7.726 -1.876 1.202 0.47
H -6.038 -2.040 0.520 0.09
H -5.868 -2.361 2.948 0.28
H -7.231 -3.548 2.879 0.35
H -5.874 -5.031 1.355 0.23
H -5.142 -4.818 2.986 0.32
H -3.634 -3.110 2.147 0.09
H -4.216 -3.238 0.489 -0.23
H -3.126 -5.648 2.039 0.58
H -1.986 -4.494 1.301 0.32
H -2.364 -6.524 -0.112 0.41
H -4.086 -6.195 -0.123 0.40
H -4.000 -4.316 -1.530 0.11
H -2.981 -5.542 -2.246 0.53
H -0.891 -4.384 -1.677 0.35
H -1.740 -3.370 -0.511 -0.13
H -3.069 -2.214 -2.233 -0.25
H -2.516 -3.345 -3.448 0.23
H -0.326 -2.490 -3.612 0.40
H -1.397 -1.082 -3.604 0.44
H 0.865 -1.341 -2.031 0.48
H -0.344 -1.881 -0.858 0.59
H -1.544 0.348 -2.008 0.43
H 0.143 0.871 -1.951 0.19
H 0.147 -0.047 0.556 0.14
H -1.518 -0.440 0.294 1.22
H -2.548 0.651 3.504 0.18
H -3.391 0.497 -0.387 0.22
H -4.376 2.285 2.383 0.45
H -2.528 2.265 -1.108 0.52
H -0.844 2.844 -1.389 0.45
H -0.117 4.485 -0.234 0.49
H -2.498 7.355 1.885 0.33
H 0.589 4.271 2.031 0.60
H 0.140 1.684 2.062 0.68
H 1.699 3.379 0.484 0.68
H 1.146 2.072 -0.491 0.77
H 2.591 3.151 2.748 0.32
H 4.367 1.913 3.946 0.42
H 6.090 -0.936 2.698 0.43
H 5.917 0.017 4.177 0.42
H 4.965 -1.491 3.924 0.38
H 4.014 -1.377 1.273 0.51
H 2.299 -0.165 0.014 0.56
C -8.281 -2.733 -4.238 -0.32
C -8.877 -2.009 -3.051 -0.40
O -7.747 -1.569 -2.288 -0.29
S -6.529 -1.242 -3.289 0.95
O -6.513 0.156 -3.532 -0.63
O -5.384 -1.953 -2.848 -0.32
O -7.122 -1.969 -4.588 -0.33
H -7.957 -3.741 -3.969 0.27
H -8.968 -2.787 -5.078 0.34
H -9.518 -2.648 -2.450 0.34
H -9.438 -1.125 -3.366 0.28
C 5.845 5.905 2.796 -0.28
C 5.882 6.627 1.466 -0.34
O 6.324 5.639 0.528 -0.30
S 5.791 4.195 0.983 1.13
O 4.602 3.902 0.256 -0.49
O 6.887 3.306 1.033 -0.56
O 5.368 4.587 2.486 -0.29
H 6.843 5.814 3.227 0.28
H 5.186 6.389 3.512 0.33
H 6.556 7.480 1.473 0.37
H 4.883 6.956 1.167 0.16
C 7.321 -4.015 7.391 -0.36
C 6.048 -4.066 6.573 -0.37
O 6.095 -2.886 5.759 -0.23
S 7.629 -2.549 5.401 1.15
O 7.914 -3.069 4.114 -0.55
O 7.880 -1.198 5.748 -0.54
O 8.314 -3.503 6.494 -0.31
H 7.229 -3.322 8.229 0.28
H 7.614 -4.994 7.761 0.32
H 5.154 -4.068 7.191 0.33
H 6.034 -4.935 5.912 0.28
C -1.663 -2.114 -7.687 -0.18
C -0.822 -3.367 -7.572 -0.28
O -1.590 -4.239 -6.728 -0.24
S -3.156 -3.977 -6.976 1.00
O -3.642 -4.949 -7.885 -0.61
O -3.770 -3.741 -5.720 -0.38
O -3.015 -2.580 -7.760 -0.35
H -1.567 -1.487 -6.796 0.17
H -1.415 -1.528 -8.569 0.34
H 0.148 -3.174 -7.140 0.22
H -0.701 -3.851 -8.539 0.29
C 4.644 9.390 -2.445 -0.26
C 4.011 10.077 -1.253 -0.30
O 5.117 10.554 -0.480 -0.31
S 6.327 10.947 -1.471 1.12
O 6.283 12.341 -1.703 -0.53
O 7.496 10.280 -1.031 -0.52
O 5.769 10.202 -2.783 -0.31
H 5.008 8.393 -2.183 0.23
H 3.964 9.315 -3.290 0.31
H 3.394 9.404 -0.662 0.26
H 3.414 10.938 -1.561 0.31
C 2.247 -7.083 -8.082 -0.29
C 3.688 -6.680 -8.312 -0.39
O 3.629 -5.272 -8.576 -0.30
S 2.425 -4.624 -7.739 1.15
O 2.945 -4.055 -6.549 -0.56
O 1.605 -3.882 -8.629 -0.53
O 1.672 -5.987 -7.358 -0.27
H 1.707 -7.189 -9.026 0.29
H 2.159 -8.004 -7.511 0.30
H 4.141 -7.207 -9.147 0.31
H 4.292 -6.833 -7.415 0.31
C -0.413 -1.509 6.679 -0.47
C -0.630 -0.682 5.431 0.17
O -0.173 -1.511 4.360 -0.16
S -0.452 -3.053 4.724 0.99
O -1.659 -3.455 4.101 -0.42
O 0.758 -3.772 4.567 -0.58
O -0.741 -2.848 6.294 -0.39
H 0.634 -1.490 6.991 0.32
H -1.042 -1.187 7.506 0.35
H -0.082 0.252 5.452 0.08
H -1.692 -0.477 5.274 0.10

=====

Entry 4:
14
Properties=species:S:1:pos:R:3:mulliken_charge:R:1 method="wB97M-V/def2-TZVPD" de_lowest_kj_mol=184.1 homo_ev=-8.9 gap_ev=9.677 molar_mass_g_mol=91.18
C 1.123 2.354 0.236 -0.47
N 0.110 2.725 -0.554 -0.44
H 2.112 2.235 -0.170 0.35
H 0.915 2.360 1.312 0.33
H 0.282 2.752 -1.604 0.24
C -1.804 -0.393 0.440 -1.13
C -0.810 -1.603 0.423 -0.25
S 0.757 -1.479 -0.297 -0.20
H -1.427 0.459 0.912 0.37
H -2.002 -0.113 -0.618 0.29
H -2.646 -0.776 0.901 0.37
H -0.724 -2.018 1.499 0.29
H -1.505 -2.252 -0.175 0.24
H 1.052 -0.196 -0.029 0.02

=====

Entry 5:
45
Properties=species:S:1:pos:R:3:mulliken_charge:R:1 method="wB97M-V/def2-TZVPD" total_charge=-1 de_lowest_kj_mol=0.0 homo_ev=-2.7 gap_ev=5.495 molar_mass_g_mol=411.38
C -0.512 5.014 -0.009 -1.25
C 0.321 3.786 -0.274 -0.22
O -0.369 2.601 0.249 -0.24
C -0.231 1.466 -0.417 0.41
O -0.130 1.329 -1.620 -0.66
N -0.137 0.300 0.533 1.03
N -0.888 -0.779 0.326 -0.90
C -2.199 -0.768 -0.246 0.36
O -2.478 -1.799 -0.859 -0.74
O -3.120 0.208 -0.089 -0.27
C -4.452 -0.292 -0.472 -0.21
C -5.486 0.788 -0.306 -1.20
C 1.259 -0.004 0.793 0.16
C 1.665 -1.250 0.072 0.65
C 1.133 -1.381 -1.203 -0.05
C 1.457 -2.462 -2.013 -1.21
C 2.480 -3.336 -1.646 1.23
C 2.969 -4.351 -2.633 -1.35
C 3.037 -3.178 -0.371 -1.36
C 2.554 -2.220 0.527 -0.47
S 1.908 -0.207 2.591 1.00
O 1.560 -1.483 3.169 -0.62
O 3.295 0.224 2.498 -0.66
C 1.078 1.069 3.709 0.67
F 1.879 1.244 4.779 -0.22
F 0.938 2.250 3.076 -0.21
F -0.123 0.657 4.133 -0.23
H 0.063 5.922 -0.226 0.40
H -1.403 5.046 -0.641 0.31
H -0.827 5.056 1.038 0.30
H 1.274 3.824 0.272 0.25
H 0.506 3.659 -1.345 0.35
H -4.688 -1.150 0.172 0.28
H -4.424 -0.642 -1.514 0.31
H -6.471 0.375 -0.541 0.38
H -5.523 1.150 0.725 0.30
H -5.326 1.624 -0.993 0.30
H 1.971 0.792 0.505 0.30
H 0.494 -0.631 -1.623 0.27
H 0.932 -2.553 -2.960 0.35
H 3.864 -4.852 -2.255 0.34
H 2.193 -5.091 -2.843 0.29
H 3.203 -3.844 -3.574 0.32
H 3.879 -3.809 -0.062 0.23
H 2.876 -2.301 1.568 0.31